(1)
66
Properties=species:S:1:pos:R:3 method="wB97M-V/def2-TZVPD" gap_ev=6.3 total_charge=+1 e_lumo_ev=-3.77
Sc -0.8724 -0.1183 -0.0851
Cl -1.8758 -4.2045 -2.6426
Cl -1.0957 -0.7784 -6.7719
Cl -1.8239 -3.6412 -5.7449
Cl -0.3192 1.4654 -4.7027
O -0.3415 0.5133 -1.8929
O -1.1254 -1.8431 -1.0196
N -2.7860 1.1990 -0.6756
N -1.0128 1.7600 1.1748
N 2.3730 -0.2766 0.9420
N -0.3313 -0.5579 2.2375
N 1.4275 -0.6543 -0.0604
C 0.1037 0.5434 2.8885
C -0.2843 1.8513 2.2902
C 0.6943 -1.9057 3.9081
C -2.9917 3.4839 -1.3603
C -4.0701 -0.6026 -1.7263
C -3.6558 0.8326 -1.6213
C -0.5064 4.2206 2.2052
C -4.2102 1.7756 -2.4919
C 1.1399 -0.7857 4.5699
C -1.4053 -2.3995 -4.6312
C -1.5637 2.8253 0.5929
C -0.7228 -0.1252 -4.1791
C 4.3044 -0.3032 -0.6561
C -0.0447 -1.7638 2.7319
C 0.0069 3.0939 2.8328
C 4.5802 -0.1126 1.8243
C -1.0822 -1.6676 -2.3567
C -1.3173 4.0989 1.0889
C 3.7620 -0.7432 0.7034
C 0.8372 0.4679 4.0535
C -1.0750 -1.1276 -5.0884
C 3.7857 -2.2626 0.8303
C -3.8660 3.1009 -2.3729
C -0.5392 -2.9833 2.0140
C -0.6876 -0.3941 -2.8173
C -1.4100 -2.6673 -3.2581
C -2.4788 2.5084 -0.5357
H -4.2738 3.8393 -3.0497
H 4.5617 0.9783 1.7565
H 2.3761 0.7391 0.9578
H -0.2955 5.2013 2.6100
H 3.7825 -0.7803 -1.4884
H 4.1853 -0.4087 2.7971
H -4.9009 1.4421 -3.2541
H 1.7412 -0.4174 -1.0029
H 3.3746 -2.5704 1.7932
H 1.1724 1.3604 4.5594
H 0.9033 -2.8986 4.2823
H 5.6208 -0.4291 1.7615
H -1.7586 4.9735 0.6361
H 0.5998 3.1967 3.7285
H -3.9444 -0.9635 -2.7479
H -2.7107 4.5192 -1.2404
H -3.5008 -1.2489 -1.0623
H 0.2799 -3.6865 1.8544
H 5.3553 -0.5769 -0.7505
H 1.7146 -0.8761 5.4820
H 1.3309 -1.6672 -0.0350
H 4.8095 -2.6295 0.7601
H -5.1281 -0.6928 -1.4734
H -0.9859 -2.7606 1.0468
H 3.2225 -2.7508 0.0315
H -1.2840 -3.4957 2.6253
H 4.2325 0.7808 -0.7752

=====

(2)
21
Properties=species:S:1:pos:R:3 method="wB97M-V/def2-TZVPD" gap_ev=6.3 total_charge=0 e_lumo_ev=-0.27
N 0.7903 0.6773 0.5153
N -0.8606 0.0520 -1.0051
N 0.6768 1.1611 -2.5053
N 0.0081 -1.6851 0.7453
C 0.4342 0.2297 -1.6618
C -0.5537 -0.3864 0.6813
C 2.1772 0.4986 0.8883
C -1.9544 -0.2754 -1.5532
C -1.5988 -0.0707 1.5135
H -2.6535 -0.8803 -0.9786
H 0.4370 1.5735 0.8405
H -0.4924 -2.2924 1.3806
H -2.1453 0.8573 1.4029
H 2.5814 -0.4516 0.5271
H 1.0149 -0.6929 -1.6852
H -2.2408 0.2219 -2.4779
H 2.7896 1.2875 0.4378
H 2.3214 0.5672 1.9755
H -1.7014 -0.5901 2.4575
H -0.0296 1.8961 -2.4381
H 0.9996 -1.6973 0.9397

=====

(3)
86
Properties=species:S:1:pos:R:3 method="wB97M-V/def2-TZVPD" gap_ev=4.4 total_charge=+2 e_lumo_ev=-6.24
S 0.4642 0.7691 -12.2495
S -0.7666 -3.6573 -2.4459
S 2.5567 0.3641 -10.6212
S 1.3742 -2.2025 -2.8903
F 4.5291 2.1147 -10.9186
F -0.5926 -0.8051 -10.2001
F 0.6328 -5.8108 -3.4470
F -0.5630 -1.7694 -12.2415
F -2.0057 -0.1514 -11.7693
F 3.8099 -0.9601 -3.0896
F -1.0615 -6.3037 -2.2598
F 2.5654 -0.3698 -1.2989
F 3.4833 1.8019 -12.6689
F 4.8968 0.3062 -12.0476
F 3.6102 -2.2952 -1.3292
F 0.7305 -5.5708 -1.2469
O 2.8766 0.5651 -9.2381
O 1.3910 0.0598 -13.1626
O -1.9499 -3.6602 -1.5527
O 2.3352 -1.0421 -11.0010
O -1.1125 -3.2661 -3.8488
O -0.4319 1.7386 -12.8952
O 1.9602 -3.2423 -3.6496
O 0.8041 -1.0828 -3.6788
N 1.1601 1.3638 -10.8971
N 7.7578 5.3351 3.6200
N -9.6628 -3.5823 4.9151
N 0.4494 -2.6773 -1.7459
C -0.7578 -0.6197 -11.5394
C 8.1594 4.7256 2.2452
C -10.6011 -3.9984 6.0281
C -8.8794 -2.2271 5.0918
C -10.4175 -3.5642 3.6063
C 8.3646 7.0773 5.3853
C 9.4427 3.8788 2.3202
C -9.8344 -4.6440 7.1364
C -0.0413 -5.4644 -2.3302
C 2.9954 -1.4196 -2.0951
C -8.6002 -4.7171 5.0097
C 9.7978 3.3501 0.8992
C -10.1835 -3.2344 1.0920
C 8.9283 6.0689 4.3308
C 4.0039 1.2007 -11.6705
C -9.5484 -3.7024 2.3891
C 6.9457 7.3558 4.9462
C -8.4699 -5.0491 6.5119
C 6.8190 6.5552 3.6550
C 7.1135 4.2796 4.5416
Li 0.1815 2.2161 -7.2411
Li -0.1588 -1.1542 1.5824
H 6.6114 4.6873 5.4190
H -8.1673 -6.0817 6.6856
H 8.9662 2.7744 0.4928
H 9.9564 4.1036 0.1276
H -7.6694 -4.4189 4.5273
H 8.4088 6.5764 6.3524
H 10.3085 4.4532 2.6497
H 6.3701 3.7087 3.9853
H -11.1939 -3.1744 6.4251
H 6.1617 7.0704 5.6476
H -11.1644 -4.3577 3.5838
H -11.3280 -4.7020 5.6224
H 8.9110 8.0019 5.5714
H 9.4576 6.5612 3.5150
H -10.8967 -2.5863 3.5610
H 7.0683 7.2393 2.8439
H -9.5491 -4.0025 7.9702
H -11.1606 -3.6861 0.9207
H 6.7870 8.4296 4.8468
H 9.3041 3.0615 3.0279
H 5.7984 6.2499 3.4243
H 9.6149 5.3338 4.7508
H -9.4763 -3.2968 0.2649
H -9.6379 -1.4489 5.0077
H -7.8236 -4.3294 7.0144
H -10.4120 -5.4576 7.5752
H 7.8560 3.5205 4.7880
H -9.1825 -4.7203 2.2547
H -8.6542 -3.0819 2.4484
H 7.2464 4.2081 1.9507
H 10.6990 2.7373 0.9218
H 8.2487 5.6254 1.6365
H -8.6540 -2.1783 6.1572
H -8.9475 -5.5739 4.4323
H -10.3345 -2.1549 1.0946
H -8.0229 -1.9736 4.4672

=====

(4)
18
Properties=species:S:1:pos:R:3 method="wB97M-V/def2-TZVPD" gap_ev="10.4 / 5.3" total_charge=+1 multiplicity=2 e_lumo_ev="-3.09 / -8.10" s2=0.75
S 0.1592 -2.6981 0.9592
O -1.7533 1.3407 1.3896
N 0.2411 -0.1921 -1.2487
C -0.7627 1.3074 0.4233
C 0.1976 -0.9006 1.1062
C -0.4959 -0.1631 -0.0426
C 1.5705 0.3663 -1.3933
H 0.1434 1.7502 0.8432
H -0.2592 -0.6180 2.0497
H 2.2404 -0.2431 -0.7885
H 1.8044 0.3750 -2.4564
H 1.2380 -0.5728 1.1886
H 1.5952 1.3956 -1.0314
H -1.0625 -2.7278 0.4090
H -2.6319 1.3299 0.9931
H -0.9259 1.9400 -0.4622
H 0.1794 -1.1086 -1.7050
H -1.4778 -0.5809 -0.2337